# C29H26O4S4

A cluster of 2 separate species, C29H26O4S4 in total in a non-equilibrium geometry (the ωB97M-V functional and the def2-TZVPD basis, OMol25).

Each atom is followed by the atoms it is bonded to, with distances in Å.
Geometry (Å):
1 C -3.570 -1.142 -2.859  C2 1.397, C12 1.401, H13 1.095
2 C -3.037 0.130 -3.084  C1 1.397, C3 1.390, H14 1.089
3 C -1.660 0.319 -3.053  C2 1.390, C4 1.412, H15 1.087
4 C -0.820 -0.740 -2.644  C3 1.412, C5 1.463, C11 1.409
5 C 0.525 -0.408 -2.170  C4 1.463, S6 1.712, S10 1.721
6 S 1.560 -1.520 -1.381  C5 1.712, C7 1.822
7 C 2.543 -2.044 -2.822  S6 1.822, C8 1.518, H16 1.098, H17 1.098
8 C 3.519 -0.964 -3.252  C7 1.518, C9 1.521, H18 1.095, H19 1.090
9 C 3.065 0.469 -3.024  C8 1.521, S10 1.828, H20 1.095, H21 1.103
10 S 1.274 0.831 -3.100  C5 1.721, C9 1.828
11 C -1.333 -2.052 -2.657  C4 1.409, C12 1.392, H22 1.097
12 C -2.712 -2.238 -2.697  C1 1.401, C11 1.392, H23 1.094
13 H -4.655 -1.276 -2.803  C1 1.095
14 H -3.685 0.985 -3.270  C2 1.089
15 H -1.252 1.299 -3.287  C3 1.087
16 H 3.066 -2.942 -2.467  C7 1.098
17 H 1.842 -2.337 -3.614  C7 1.098
18 H 4.481 -1.096 -2.747  C8 1.095
19 H 3.710 -1.094 -4.318  C8 1.090
20 H 3.433 0.921 -2.097  C9 1.095
21 H 3.417 1.102 -3.855  C9 1.103
22 H -0.645 -2.905 -2.618  C11 1.097
23 H -3.135 -3.237 -2.553  C12 1.094
24 C -3.207 -2.628 0.891  C25 1.402, C48 1.394, H49 1.092
25 C -1.923 -3.166 0.724  C24 1.402, C26 1.394, H50 1.091
26 C -0.843 -2.329 0.449  C25 1.394, C27 1.405, H51 1.095
27 C -1.018 -0.936 0.387  C26 1.405, C28 1.494, C47 1.408
28 C 0.192 -0.065 0.286  C27 1.494, S29 1.763, S38 1.831
29 S -0.101 1.668 0.149  C28 1.763, C30 1.794, O36 1.454, O37 1.455
30 C 1.447 2.573 0.206  S29 1.794, C31 1.395, C35 1.391
31 C 1.362 3.872 0.709  C30 1.395, C32 1.397, H52 1.090
32 C 2.538 4.577 0.980  C31 1.397, C33 1.400, H53 1.093
33 C 3.786 4.003 0.711  C32 1.400, C34 1.400, H54 1.092
34 C 3.863 2.699 0.207  C33 1.400, C35 1.401, H55 1.093
35 C 2.684 1.979 -0.021  C30 1.391, C34 1.401, H56 1.097
36 O -0.783 2.015 -1.088  S29 1.454
37 O -0.755 2.066 1.386  S29 1.455
38 S 1.080 -0.321 1.866  C28 1.831, C39 1.805, O45 1.443, O46 1.440
39 C -0.134 -0.216 3.198  S38 1.805, C40 1.394, C44 1.397
40 C -0.451 1.042 3.708  C39 1.394, C41 1.394, H57 1.088
41 C -1.587 1.190 4.502  C40 1.394, C42 1.397, H58 1.092
42 C -2.267 0.059 4.961  C41 1.397, C43 1.402, H59 1.093
43 C -1.836 -1.219 4.576  C42 1.402, C44 1.399, H60 1.093
44 C -0.740 -1.362 3.718  C39 1.397, C43 1.399, H61 1.089
45 O 1.633 -1.654 1.854  S38 1.443
46 O 1.935 0.798 2.170  S38 1.440
47 C -2.326 -0.422 0.479  C27 1.408, C48 1.391, H62 1.091
48 C -3.404 -1.254 0.763  C24 1.394, C47 1.391, H63 1.094
49 H -4.059 -3.285 1.084  C24 1.092
50 H -1.752 -4.238 0.823  C25 1.091
51 H 0.137 -2.765 0.231  C26 1.095
52 H 0.383 4.298 0.923  C31 1.090
53 H 2.454 5.569 1.431  C32 1.093
54 H 4.700 4.556 0.938  C33 1.092
55 H 4.833 2.229 0.026  C34 1.093
56 H 2.708 0.946 -0.390  C35 1.097
57 H 0.182 1.903 3.504  C40 1.088
58 H -1.921 2.198 4.754  C41 1.092
59 H -3.127 0.172 5.625  C42 1.093
60 H -2.358 -2.109 4.935  C43 1.093
61 H -0.361 -2.346 3.445  C44 1.089
62 H -2.500 0.649 0.375  C47 1.091
63 H -4.393 -0.808 0.896  C48 1.094

Calculated values
* DFT total energy: -82021.00551 eV
* charge: 0